1.
This record from OMol25 describes a structure of composition C22H45N2O2P3PtS at a distorted geometry. The level of theory is ωB97M-V/def2-TZVPD.

Structure (ORCA input):
```
! wB97M-V def2-TZVPD RIJCOSX def2/J DEFGRID3
* xyz 4 5
P 2.80101 -0.75526 -0.17890
C 3.25658 -0.98666 1.55783
H 4.32857 -1.21474 1.62362
H 2.67354 -1.82427 1.94907
H 3.02884 -0.09160 2.14405
C 3.18955 -2.39442 -0.87680
H 3.33218 -2.35517 -1.96180
H 2.34320 -3.06709 -0.68177
H 4.08798 -2.80222 -0.39477
C 4.07026 0.42974 -0.74619
H 5.04714 -0.07295 -0.79563
H 4.12386 1.26757 -0.03515
H 3.81243 0.83678 -1.73174
P -0.82900 2.78834 -0.61524
C -0.95295 3.66635 0.96440
H -1.41078 4.64800 0.77254
H 0.03426 3.80917 1.41725
H -1.59042 3.08204 1.63663
C 0.03489 4.03087 -1.64389
H -0.01893 3.80070 -2.71635
H 1.09366 4.09269 -1.34246
H -0.43310 5.01008 -1.45158
C -2.57670 2.61318 -1.07524
H -3.00650 3.61310 -1.23471
H -3.08845 2.12229 -0.23495
H -2.71112 2.00414 -1.97602
P -2.28474 -2.06838 0.13430
C -3.22540 -2.53897 1.63498
H -4.10095 -3.11704 1.30286
H -3.54602 -1.62776 2.16157
H -2.60221 -3.14533 2.30721
C -3.60690 -2.06365 -1.12968
H -4.30468 -2.86620 -0.86281
H -3.21570 -2.20606 -2.14066
H -4.12201 -1.09694 -1.09669
C -1.30925 -3.58781 -0.18817
H -2.03155 -4.39177 -0.38127
H -0.69394 -3.82049 0.68904
H -0.65195 -3.44347 -1.05349
Pt 0.20732 0.46079 -0.62020
C 1.23126 1.31756 0.70397
O 1.64874 1.90345 1.62503
C -0.94599 -0.11376 1.09861
O -1.86950 0.61030 1.48805
C -1.22922 -0.02536 -2.78280
C -0.62084 -1.28173 -2.59145
C 0.76764 -1.39585 -2.72036
C 1.56192 -0.26451 -2.83286
C 0.94654 1.01507 -2.67978
C -0.44099 1.09865 -3.02889
H -2.31394 0.02290 -2.89222
H -1.23769 -2.17378 -2.62138
H 1.21102 -2.38070 -2.83533
H 2.62264 -0.33095 -3.08596
H 1.55757 1.91080 -2.67749
H -0.84907 2.00552 -3.46298
C 1.73387 0.36881 5.52227
N 1.16488 -0.54632 4.53620
C 1.63413 -1.93094 4.58275
C 0.09136 -0.23603 3.79512
S -0.15322 -1.21157 2.31431
N -0.86869 0.60746 4.23651
C -0.65452 2.02631 4.48388
C -2.22267 0.11690 4.52037
H 1.18801 0.32758 6.47491
H 1.74183 1.39522 5.14382
H 2.77046 0.06791 5.70023
H 1.99083 -2.13701 5.60228
H 0.81325 -2.62319 4.34123
H 2.47069 -2.08879 3.88587
H -1.53513 2.58014 4.13642
H -0.53732 2.20953 5.56145
H 0.22153 2.39317 3.93430
H -2.94792 0.58257 3.84062
H -2.24578 -0.97693 4.41054
H -2.48021 0.38899 5.55978
*
```

Properties
LUMO energy (spin up / spin down): -0.445 / -0.542 hartree
gap between HOMO and LUMO (spin up / spin down): 6.76 / 4.95 eV
energy relative to the best compared isomer or geometry (same formula, charge and spin): 0.901 eV

2.
This record from OMol25 describes a structure of composition C22H45N2OP3Ti at a distorted geometry. The level of theory is ωB97M-V/def2-TZVPD.

Structure (ORCA input):
```
! wB97M-V def2-TZVPD RIJCOSX def2/J DEFGRID3
* xyz 3 2
Ti -0.10736 0.00525 0.11854
P 1.70706 1.44893 -0.29735
P -1.58005 1.92010 -1.14613
P 0.47260 -2.01314 1.62359
H -1.76566 -0.81494 -2.06147
C -1.79249 -1.45147 -1.16255
C -2.73447 -1.30668 -0.17582
H -3.60603 -0.65908 -0.30641
C 2.35947 1.60361 -1.98517
C 1.60999 3.17897 0.28185
C 3.13490 0.79337 0.62976
C -3.32868 1.62707 -1.60418
C -1.81256 3.51964 -0.25453
C -0.94321 2.53059 -2.76917
C -0.88648 -2.89329 2.46717
C 1.63090 -1.74834 3.00671
C 1.29056 -3.42095 0.78030
H -1.14651 -2.34129 -1.21819
H -2.63195 -1.84166 0.77565
H 2.85373 0.66382 -2.26861
H 3.09322 2.42221 -2.01900
H 1.55119 1.82044 -2.69425
H 2.63825 3.52571 0.45560
H 1.04203 3.24372 1.21840
H 1.12894 3.80649 -0.47936
H 4.02393 1.31375 0.24860
H 3.23405 -0.28775 0.45519
H 3.04003 0.97444 1.70878
H -3.61164 2.30223 -2.41991
H -3.99225 1.82732 -0.75594
H -3.47556 0.59771 -1.93253
H -2.05398 4.31658 -0.97382
H -0.91243 3.80686 0.29722
H -2.64169 3.44137 0.45932
H -1.78273 2.94917 -3.34742
H -0.51560 1.68363 -3.32580
H -0.17522 3.30518 -2.62321
H -0.49139 -3.80133 2.94416
H -1.66929 -3.18021 1.75930
H -1.32405 -2.24125 3.23104
H 2.25004 -2.64506 3.15972
H 1.06963 -1.54275 3.92685
H 2.29347 -0.90025 2.79616
H 1.46537 -4.23174 1.50494
H 2.24745 -3.08900 0.35102
H 0.64454 -3.78343 -0.03121
C 1.66040 -2.40028 -2.71961
C 2.50977 -1.77179 -3.65572
C 3.31330 -2.57813 -4.47864
C 3.26598 -3.97520 -4.42697
C 2.34139 -4.57402 -3.56979
C 1.51526 -3.79657 -2.74640
O 0.97703 -1.74676 -1.69987
H 0.97525 -0.73408 -1.68145
H 2.51372 -0.68342 -3.75441
H 3.99881 -2.09781 -5.18842
H 3.89785 -4.58871 -5.06912
H 2.23727 -5.66338 -3.54505
H 0.76608 -4.25406 -2.09729
C -4.41801 2.12103 3.12624
C -3.00891 1.70007 2.95132
C -1.87265 1.91457 3.71363
C -0.78119 1.37697 3.03442
N -1.22228 0.84278 1.85369
N -2.56851 1.02985 1.88118
C 0.60552 1.39324 3.49464
H -5.00733 1.36416 3.67689
H -4.45481 3.05719 3.70701
H -4.89780 2.29861 2.14398
H -1.84460 2.43428 4.65309
H -3.18996 0.66429 1.14355
H 1.31532 1.42294 2.66142
H 0.75476 2.28680 4.11791
H 0.81829 0.52285 4.12595
*
```

Properties
LUMO energy (spin up / spin down): -0.398 / -0.386 hartree
gap between HOMO and LUMO (spin up / spin down): 5.26 / 5.60 eV
energy relative to the best compared isomer or geometry (same formula, charge and spin): 0.000 eV

3.
This record from OMol25 describes a structure of composition C22H45N2OsP3Se2 at a distorted geometry. The level of theory is ωB97M-V/def2-TZVPD.

Structure (ORCA input):
```
! wB97M-V def2-TZVPD RIJCOSX def2/J DEFGRID3
* xyz 4 5
Os 0.03819 0.06856 0.08311
P -0.24109 -1.58861 -1.46397
P 2.02861 0.94340 -0.82249
P -2.16572 0.17288 0.74032
H -0.07630 7.85059 1.80850
C -0.58933 7.43734 2.67692
C -0.18048 6.30664 3.31143
H 0.77016 5.78888 3.06794
C -0.96445 -1.14903 -3.09218
C 1.25276 -2.47242 -2.01264
C -1.26206 -3.01726 -0.97702
C 2.37289 2.61637 -0.16623
C 3.53822 0.01656 -0.41235
C 2.23204 1.12502 -2.63591
C -2.69001 1.62243 1.72165
C -2.66273 -1.23870 1.79382
C -3.46102 0.06089 -0.56490
H -1.42364 8.08693 3.02018
H -0.72675 5.92456 4.18270
H -0.98399 -2.05022 -3.72576
H -0.34148 -0.38569 -3.57923
H -1.99047 -0.78051 -2.96429
H 0.94189 -3.26314 -2.71170
H 1.73965 -2.94863 -1.15236
H 1.94757 -1.80638 -2.54082
H -1.08352 -3.83564 -1.69270
H -2.32971 -2.76138 -0.98448
H -0.95953 -3.37194 0.01757
H 3.36533 2.93332 -0.51452
H 2.36878 2.62995 0.93330
H 1.63019 3.33927 -0.52730
H 4.43610 0.64051 -0.57457
H 3.65304 -0.90054 -1.01548
H 3.48649 -0.24668 0.65406
H 3.27922 1.38204 -2.84446
H 1.59603 1.93020 -3.02489
H 1.99359 0.20326 -3.17680
H -3.74929 1.48324 1.98642
H -2.58339 2.56214 1.15797
H -2.10189 1.69800 2.65074
H -3.75062 -1.36004 1.73835
H -2.36224 -1.06799 2.83168
H -2.20513 -2.16119 1.42897
H -4.44216 -0.00372 -0.07353
H -3.34614 -0.82569 -1.20110
H -3.42357 0.96317 -1.18793
C -1.38475 3.62790 -1.23709
C -0.95476 4.18203 -0.02226
C -1.35090 5.47714 0.27348
C -2.20608 6.21494 -0.54512
C -2.64515 5.64862 -1.74789
C -2.27528 4.34931 -2.06937
Se -0.72892 1.90273 -1.75366
H -0.41087 1.64583 0.32518
H -0.34094 3.63584 0.71550
H -0.93871 5.86936 1.19610
H -2.51500 7.20236 -0.19581
H -3.28390 6.22708 -2.41292
H -2.65870 3.81203 -2.93196
C 3.49122 -3.01817 0.95041
N 2.26308 -3.58478 1.49024
C 1.99010 -4.93361 1.67515
C 0.83362 -5.02185 2.37955
N 0.42967 -3.72039 2.65149
C -0.65943 -3.33240 3.53733
C 1.24246 -2.83799 2.00046
Se 1.12490 -0.96748 2.10390
H 3.65625 -2.05282 1.44429
H 3.42515 -2.86306 -0.13356
H 4.34572 -3.67280 1.16136
H 2.59706 -5.71717 1.26667
H 0.29306 -5.88004 2.73852
H -1.63736 -3.47173 3.05380
H -0.65362 -3.91401 4.47547
H -0.55307 -2.25529 3.76986
*
```

Properties
LUMO energy (spin up / spin down): -0.423 / -0.570 hartree
gap between HOMO and LUMO (spin up / spin down): 7.43 / 3.65 eV
energy relative to the best compared isomer or geometry (same formula, charge and spin): 0.831 eV

How do the records compare in calculated total energy? In the order shown, they have -2665.11665; -2922.56736; -6890.82914 Eh.